Below is a molecular structure, C21H39BeNO16Zn at a distorted geometry, with properties calculated with ωB97M-V/def2-TZVPD.

```
79
Properties=species:S:1:pos:R:3:mulliken_charge:R:1
Zn -0.189 -4.552 -1.675 0.926
Be -1.327 -4.162 2.437 0.957
N 2.986 -4.685 -0.904 0.876
O 3.565 -4.429 0.134 -0.452
O 1.909 -4.213 -1.099 -0.213
O 3.483 -5.411 -1.691 -0.543
O -0.374 -0.468 -0.633 -0.184
C -0.459 -1.761 -0.256 0.509
O -0.598 -2.647 -1.090 -0.365
O -0.208 -2.041 0.940 -0.333
H -0.302 -0.081 0.243 -0.065
C 3.168 1.419 3.878 -1.053
O 2.080 1.181 3.001 -0.192
C 1.403 -0.033 3.052 -0.102
C 0.223 -0.090 4.075 -0.435
O -0.871 0.778 3.693 -0.343
C -0.697 2.121 3.347 -0.434
H 3.868 2.205 3.596 0.267
H 3.714 0.484 4.001 0.517
H 2.678 1.674 4.817 0.348
H 2.118 -0.845 3.185 0.667
H 1.028 -0.012 2.029 -0.296
H 0.679 0.321 4.975 0.380
H -0.036 -1.147 4.130 0.279
H -1.557 2.701 3.685 0.348
H -0.717 2.168 2.259 0.070
H 0.156 2.603 3.825 0.238
C -1.640 3.308 -0.384 -0.408
O -2.201 3.623 -1.659 -0.341
C -1.826 2.714 -2.769 -0.611
C -2.431 1.275 -2.524 0.660
O -3.797 1.354 -2.198 -0.227
C -4.693 1.926 -3.164 -0.782
H -1.561 2.242 -0.167 -0.145
H -2.313 3.602 0.420 0.349
H -0.635 3.658 -0.145 0.405
H -0.744 2.844 -2.794 0.407
H -2.200 3.115 -3.711 0.317
H -1.829 0.723 -1.802 -0.627
H -2.379 0.723 -3.463 0.422
H -4.872 1.159 -3.919 0.354
H -4.463 2.881 -3.636 0.297
H -5.662 1.933 -2.665 0.261
O 4.059 -1.895 1.403 -0.597
C 3.998 -0.714 0.932 0.210
O 2.920 -0.338 0.215 0.204
C 2.863 1.112 0.029 -0.226
C 4.301 1.459 0.343 -1.130
C 4.964 0.436 1.171 -0.307
H 2.006 1.554 0.537 0.285
H 2.643 1.154 -1.037 0.434
H 4.449 2.446 0.781 0.439
H 4.807 1.555 -0.618 0.365
H 5.028 0.750 2.213 0.174
H 5.939 0.292 0.705 0.347
O 2.018 1.433 -5.142 -0.619
C 2.450 0.487 -4.506 0.471
O 3.572 0.690 -3.901 -0.376
C 4.132 -0.385 -3.275 0.003
C 3.059 -1.546 -3.520 -0.031
C 1.906 -0.800 -3.975 0.125
H 4.329 -0.097 -2.242 -0.257
H 5.096 -0.691 -3.680 0.380
H 2.898 -2.035 -2.559 -0.199
H 3.279 -2.268 -4.306 0.324
H 1.163 -0.682 -3.187 -0.295
H 1.376 -1.237 -4.822 0.419
O -2.994 -2.599 1.396 -0.429
C -4.046 -2.069 1.523 0.362
O -4.326 -1.342 2.636 -0.337
C -5.731 -0.994 2.672 -0.300
C -6.379 -1.371 1.428 -0.621
C -5.238 -1.987 0.562 -0.189
H -5.919 0.054 2.908 0.337
H -6.275 -1.596 3.399 0.249
H -6.813 -0.529 0.890 0.262
H -7.209 -2.045 1.643 0.300
H -5.235 -1.358 -0.328 0.256
H -5.565 -3.003 0.341 0.264
```

Summary:
Net charge ... +2
Calculated total energy ... -3875.02928 Eh
HOMO level ... -13.7 eV
Kohn-Sham gap ... 1.897 eV
Multiplicity ... 1